16
Properties=species:S:1:pos:R:3 method="wB97M-V/def2-TZVPD" e_lumo_ev=0.49 e_tot_ev=-7388.9707 orbital_gap_ev=8.752 total_charge=0
C 1.50 0.55 -0.53
C 0.34 -0.37 -0.24
O 0.79 -1.46 0.52
C -0.70 -0.55 -1.27
C -1.11 0.23 -0.03
C -0.15 0.87 1.90
H 1.16 1.50 -0.95
H 2.18 0.07 -1.24
H 2.03 0.75 0.40
H 0.31 -2.25 0.28
H -0.61 0.01 -2.19
H -1.16 -1.53 -1.38
H -1.87 -0.28 0.56
H -1.31 1.28 -0.19
H -0.27 -0.16 2.29
H -1.15 1.33 2.09